Here is a molecular structure, C42H36N5P2Pd at a distorted geometry from the OMol25 dataset. Energies are from the ωB97M-V functional and the def2-TZVPD basis.

Element x y z (Å)
Pd 1.511 0.730 0.089
P -0.630 -1.843 0.377
P -0.675 0.913 -0.385
N 4.386 1.080 -0.475
N 1.593 0.431 2.202
N 3.452 1.184 0.490
N -1.636 -0.413 0.151
N 2.530 0.485 -1.773
C 5.169 1.183 2.246
C 5.444 1.223 3.603
C 2.033 0.269 -3.006
C -1.273 0.985 4.512
C -4.140 -3.981 -0.315
C -0.113 -2.688 -3.657
C 4.623 1.108 -2.849
C 4.080 0.871 -4.069
C -2.565 -0.270 1.284
C -3.199 -2.964 -0.320
C -0.703 -2.270 -2.474
C -1.457 2.440 0.295
C -2.420 0.619 -2.618
C -0.680 -1.335 4.531
C -2.770 2.813 0.007
C 3.857 1.031 1.799
C -2.834 0.920 -3.908
C 3.849 0.908 -1.659
C 1.976 -2.991 -2.509
C -0.656 3.316 1.022
C -3.284 4.011 0.473
C -1.741 -4.302 1.022
C 4.404 1.101 4.523
C 0.039 -2.201 -1.298
C -1.983 -3.112 0.345
C -1.263 1.182 -2.101
C 1.386 -2.559 -1.329
C -2.090 1.791 -4.690
C -0.259 1.232 3.598
C -1.166 4.525 1.481
C 3.100 0.906 4.095
C 2.738 0.422 -4.166
C -1.495 -0.302 4.982
C 2.802 0.792 2.724
C -3.879 -5.170 0.355
C -0.933 2.363 -4.178
C 1.226 -3.057 -3.672
C -2.675 -5.329 1.023
C 0.331 -1.084 3.617
C -0.521 2.058 -2.891
C -2.481 4.869 1.215
C 0.554 0.203 3.119
H -3.738 0.474 -4.305
H -0.064 2.240 3.261
H 6.460 1.370 3.946
H 4.667 1.031 -4.966
H -3.407 -2.038 -0.840
H 0.395 2.484 -2.490
H -2.993 -0.060 -2.001
H -5.081 -3.849 -0.834
H -1.749 -1.999 -2.469
H -0.835 -2.344 4.896
H -2.288 -0.499 5.692
H 5.948 1.307 1.507
H -2.880 5.810 1.571
H 2.309 0.785 4.825
H 1.977 -2.471 -0.421
H 3.027 -3.244 -2.524
H 0.373 3.036 1.211
H 1.010 -0.090 -3.036
H -4.308 4.283 0.250
H -2.729 0.776 1.523
H -4.614 -5.964 0.359
H -1.889 1.804 4.863
H -3.528 -0.730 1.052
H 0.970 -1.879 3.260
H -0.806 -4.420 1.558
H 5.633 1.470 -2.730
H -2.168 -0.750 2.184
H -0.339 3.031 -4.787
H -0.530 5.195 2.042
H -3.393 2.163 -0.594
H 2.286 0.176 -5.116
H 4.611 1.146 5.586
H 1.688 -3.378 -4.597
H -0.699 -2.727 -4.566
H -2.467 -6.249 1.552
H -2.410 2.020 -5.699

Its total charge is -1. For the total energy, the calculation gives -73648.4335 eV. As for the frontier orbital gap (alpha / beta): 5.1 / 5.1 eV.